Record 1
This record from the OMol25 dataset describes 12 unconnected molecules or ions with the total composition C33H83Cl6N5O21P4 in a non-equilibrium geometry. The level of theory is ωB97M-V/def2-TZVPD.

Results
Max |F|   7.9 eV/A
Total charge   0
Structure (SMILES)   COP(=O)(OC)OC.COP(=O)(OC)OC.COP(=O)(OC)OC.COP(=O)(OC)OC.CNC(C)=O.CNC(C)=O.CNC(C)=O.CNC(C)=O.CNC(C)=O.ClCCCl.ClCCCl.ClCCCl

Element x y z (Å)
C1 -33.214 -2.912 15.125
O1 -32.206 -2.951 14.129
P1 -30.762 -3.597 14.455
O2 -30.592 -4.539 15.535
O3 -30.320 -4.077 13.021
C2 -29.956 -5.410 12.801
O4 -29.832 -2.226 14.595
C3 -28.401 -2.169 14.535
H1 -32.929 -3.074 16.165
H2 -34.056 -3.521 14.794
H3 -33.575 -1.884 15.129
H4 -30.066 -5.984 13.721
H5 -28.900 -5.541 12.562
H6 -30.601 -5.855 12.043
H7 -28.078 -2.638 13.606
H8 -27.813 -2.611 15.340
H9 -28.123 -1.117 14.462
C4 -30.513 -14.234 8.147
O5 -30.063 -13.994 9.507
P2 -28.538 -14.507 9.783
O6 -27.559 -14.027 8.758
O7 -28.168 -14.085 11.309
C5 -27.817 -12.737 11.576
O8 -28.527 -16.113 9.864
C6 -29.325 -16.840 10.910
H10 -31.597 -14.222 8.269
H11 -30.068 -15.095 7.650
H12 -30.338 -13.333 7.558
H13 -28.261 -12.439 12.526
H14 -28.245 -12.104 10.800
H15 -26.728 -12.729 11.630
H16 -29.938 -16.170 11.512
H17 -28.601 -17.352 11.544
H18 -29.917 -17.585 10.378
C7 -21.995 -4.014 17.122
O9 -22.677 -4.870 16.198
P3 -23.165 -6.311 16.597
O10 -23.745 -7.137 15.529
O11 -21.837 -6.954 17.401
C8 -20.769 -7.373 16.560
O12 -24.201 -5.971 17.804
C9 -24.701 -7.025 18.639
H19 -21.053 -4.026 16.573
H20 -21.933 -4.351 18.156
H21 -22.509 -3.056 17.204
H22 -19.834 -7.182 17.087
H23 -20.730 -6.888 15.585
H24 -20.965 -8.435 16.414
H25 -23.920 -7.312 19.343
H26 -24.878 -7.978 18.141
H27 -25.637 -6.725 19.110
C10 -14.066 -3.921 19.626
O13 -14.424 -3.671 20.834
P4 -15.620 -2.648 21.172
O14 -17.012 -2.978 20.802
O15 -15.497 -2.756 22.820
C11 -16.440 -2.082 23.698
O16 -14.979 -1.177 20.879
C12 -15.699 -0.153 20.294
H28 -14.357 -3.192 18.870
H29 -14.436 -4.886 19.279
H30 -12.987 -3.773 19.655
H31 -16.102 -2.369 24.694
H32 -17.453 -2.445 23.524
H33 -16.173 -1.045 23.495
H34 -15.476 -0.093 19.229
H35 -15.430 0.779 20.791
H36 -16.783 -0.055 20.355
C13 -33.090 -7.902 20.745
N1 -32.683 -6.518 20.677
C14 -32.480 -5.605 21.666
C15 -32.007 -4.190 21.465
O17 -32.561 -5.876 22.836
H37 -32.332 -8.538 20.290
H38 -34.012 -7.982 20.169
H39 -33.375 -8.202 21.754
H40 -32.199 -6.233 19.838
H41 -31.866 -4.045 20.394
H42 -30.997 -4.082 21.860
H43 -32.710 -3.448 21.843
C16 -20.494 -11.889 9.295
N2 -19.318 -11.070 9.477
C17 -18.190 -11.484 9.830
C18 -17.031 -10.498 10.068
O18 -17.974 -12.670 9.976
H44 -20.808 -12.095 10.319
H45 -20.262 -12.775 8.705
H46 -21.180 -11.239 8.752
H47 -19.438 -10.104 9.208
H48 -16.867 -9.900 9.171
H49 -16.087 -11.040 10.107
H50 -17.143 -9.968 11.014
C19 -14.568 -3.425 10.041
N3 -15.974 -2.908 10.123
C20 -16.304 -1.927 10.931
C21 -17.686 -1.595 11.373
O19 -15.473 -1.250 11.453
H51 -14.330 -3.938 10.973
H52 -13.795 -2.679 9.856
H53 -14.603 -4.183 9.258
H54 -16.716 -3.519 9.814
H55 -17.678 -1.354 12.436
H56 -18.451 -2.364 11.267
H57 -17.926 -0.736 10.746
C22 -23.290 -16.159 23.286
N4 -22.692 -15.050 22.733
C23 -22.912 -14.547 21.514
C24 -21.948 -13.457 21.046
O20 -23.801 -14.922 20.777
H58 -22.914 -16.373 24.287
H59 -23.261 -17.064 22.679
H60 -24.310 -15.807 23.441
H61 -21.748 -14.792 22.983
H62 -21.342 -13.029 21.845
H63 -22.639 -12.669 20.746
H64 -21.405 -13.667 20.125
C25 -23.016 -6.064 8.040
N5 -22.366 -5.638 6.778
C26 -21.124 -5.956 6.533
C27 -20.702 -5.715 5.146
O21 -20.323 -6.434 7.361
H65 -22.326 -6.410 8.809
H66 -23.493 -7.010 7.785
H67 -23.697 -5.314 8.442
H68 -22.948 -5.233 6.059
H69 -21.570 -5.327 4.613
H70 -20.161 -6.590 4.787
H71 -20.081 -4.819 5.156
Cl1 -15.536 -12.822 17.884
C28 -15.234 -14.177 16.761
C29 -14.698 -15.424 17.479
Cl2 -12.980 -15.033 17.813
H72 -14.539 -13.886 15.974
H73 -16.235 -14.436 16.417
H74 -14.787 -16.353 16.915
H75 -15.199 -15.788 18.376
Cl3 -25.506 0.620 22.470
C30 -24.035 -0.263 21.951
C31 -22.622 0.118 22.642
Cl4 -22.259 1.810 22.496
H76 -23.919 -0.041 20.890
H77 -24.398 -1.289 22.011
H78 -21.882 -0.621 22.337
H79 -22.657 -0.105 23.708
Cl5 -23.178 6.227 17.129
C32 -21.902 6.225 15.897
C33 -21.081 4.913 16.118
Cl6 -21.908 3.612 15.384
H80 -21.344 7.126 16.149
H81 -22.259 6.251 14.867
H82 -21.059 4.625 17.169
H83 -20.072 5.007 15.716

Atomic partial charges in e from the Mulliken method, atoms 1 to 4:
1 C -0.664
2 O -0.278
3 P 1.047
4 O -0.671

---

Record 2
This record from the OMol25 dataset describes 8 unconnected molecules or ions with the total composition C33H85ClN7O11 in a non-equilibrium geometry. The level of theory is ωB97M-V/def2-TZVPD.

Results
Max |F|   2.7 eV/A
ΔE to the lowest compared entry with this formula, charge and spin   25.19 kJ/mol
Total charge   -1

Element x y z (Å)
Cl1 0.193 -0.525 1.010
O1 -0.272 -1.287 2.147
O2 1.334 -1.214 0.438
O3 -0.830 -0.533 -0.029
O4 0.470 0.798 1.435
C1 0.500 4.920 0.485
C2 1.276 5.730 -0.586
C3 1.807 6.929 0.157
O5 2.293 7.991 -0.663
C4 3.688 7.923 -0.693
N1 2.295 4.932 -1.251
H1 1.143 4.764 1.364
H2 0.158 3.914 0.113
H3 -0.378 5.510 0.780
H4 0.529 6.042 -1.317
H5 2.581 6.562 0.858
H6 0.973 7.395 0.752
H7 4.132 7.980 0.278
H8 4.030 8.747 -1.311
H9 4.053 6.964 -1.150
H10 1.900 4.040 -1.448
H11 3.038 4.781 -0.584
C5 3.384 -4.112 0.611
C6 3.510 -3.959 2.119
C7 2.811 -2.727 2.757
O6 2.840 -2.792 4.220
C8 1.868 -1.994 4.815
N2 3.199 -5.292 2.727
H12 2.357 -4.334 0.365
H13 4.078 -4.870 0.258
H14 3.658 -3.231 0.111
H15 4.574 -3.814 2.422
H16 1.793 -2.666 2.357
H17 3.291 -1.884 2.319
H18 2.059 -2.048 5.875
H19 0.874 -2.431 4.598
H20 1.922 -0.957 4.498
H21 3.124 -4.939 3.691
H22 2.317 -5.701 2.398
C9 -1.855 0.722 -3.200
C10 -0.431 1.308 -3.211
C11 -0.259 2.350 -4.268
O7 1.115 2.714 -4.302
C12 1.393 3.788 -5.129
N3 -0.205 1.761 -1.851
H23 -1.929 -0.176 -3.849
H24 -2.650 1.423 -3.485
H25 -2.181 0.281 -2.235
H26 0.197 0.388 -3.501
H27 -0.955 3.228 -4.233
H28 -0.568 1.810 -5.191
H29 0.773 4.707 -4.959
H30 1.371 3.451 -6.140
H31 2.427 4.156 -4.954
H32 -0.721 1.130 -1.266
H33 0.797 1.693 -1.676
C13 3.983 -0.759 -4.403
C14 3.759 0.395 -3.477
C15 3.954 -0.043 -2.023
O8 3.659 1.104 -1.162
C16 3.803 0.815 0.251
N4 4.810 1.374 -3.767
H34 3.635 -0.512 -5.379
H35 3.450 -1.729 -4.148
H36 5.057 -1.007 -4.398
H37 2.779 0.914 -3.560
H38 4.941 -0.422 -1.858
H39 3.265 -0.874 -1.779
H40 3.077 1.518 0.727
H41 4.862 1.019 0.534
H42 3.511 -0.183 0.580
H43 4.932 1.452 -4.755
H44 4.609 2.268 -3.333
C17 -2.836 -3.792 2.092
C18 -2.439 -3.941 0.614
C19 -2.553 -5.358 0.081
O9 -1.393 -6.095 0.472
C20 -1.138 -7.147 -0.472
N5 -3.279 -3.062 -0.172
H45 -2.908 -2.730 2.377
H46 -2.102 -4.295 2.729
H47 -3.876 -4.146 2.285
H48 -1.334 -3.644 0.451
H49 -2.629 -5.381 -1.027
H50 -3.455 -5.815 0.505
H51 -1.037 -6.795 -1.516
H52 -1.944 -7.845 -0.505
H53 -0.182 -7.589 -0.237
H54 -3.056 -3.084 -1.175
H55 -3.175 -2.100 0.160
C21 0.780 -5.229 -5.690
C22 -0.536 -5.406 -4.834
C23 -0.918 -4.148 -4.014
O10 0.320 -3.638 -3.441
C24 0.007 -2.719 -2.425
N6 -1.677 -5.823 -5.670
H56 1.150 -6.201 -6.029
H57 1.559 -4.701 -5.088
H58 0.440 -4.702 -6.573
H59 -0.342 -6.197 -4.074
H60 -1.626 -4.441 -3.239
H61 -1.427 -3.409 -4.655
H62 -0.170 -3.216 -1.497
H63 -0.812 -2.015 -2.699
H64 0.872 -2.017 -2.293
H65 -1.674 -6.819 -5.836
H66 -1.632 -5.248 -6.520
C25 -2.320 0.381 5.570
C26 -2.624 1.502 4.539
C27 -2.985 0.897 3.104
C28 -3.378 2.024 2.154
C29 -4.582 2.770 2.805
C30 -4.337 3.342 4.186
N7 -3.774 2.279 5.011
O11 -3.548 2.836 6.313
C31 -3.424 4.631 4.202
C32 -5.666 3.813 4.750
C33 -1.286 2.272 4.495
H67 -1.478 -0.280 5.342
H68 -3.231 -0.213 5.603
H69 -2.091 0.806 6.543
H70 -2.206 0.237 2.763
H71 -3.854 0.249 3.298
H72 -3.557 1.707 1.137
H73 -2.590 2.850 2.100
H74 -5.468 2.131 2.708
H75 -4.805 3.601 2.085
H76 -2.640 4.616 3.456
H77 -4.111 5.525 4.152
H78 -2.898 4.590 5.124
H79 -6.269 2.866 4.836
H80 -5.585 4.386 5.678
H81 -6.160 4.424 3.986
H82 -0.453 1.593 4.576
H83 -1.311 2.980 5.342
H84 -1.203 2.902 3.620
H85 -4.121 2.355 6.904

Atomic partial charges in e from the Mulliken method, atoms 1 to 4:
1 Cl 0.738
2 O -0.586
3 O -0.260
4 O -0.385

---

Record 3
This record from the OMol25 dataset describes 3 unconnected molecules or ions with the total composition C33H86N15O7P2 in a non-equilibrium geometry. The level of theory is ωB97M-V/def2-TZVPD.

Results
Max |F|   7.1 eV/A
Total charge   +1

Element x y z (Å)
C1 -2.594 -3.693 -3.330
C2 -4.004 -3.593 -2.589
O1 -3.751 -3.200 -1.233
C3 -4.250 -4.180 -0.300
C4 -3.445 -4.048 1.043
O2 -2.773 -5.276 1.394
C5 -1.536 -4.885 2.001
C6 -0.763 -6.087 2.645
O3 0.465 -5.667 3.263
C7 1.446 -5.409 2.262
C8 1.968 -3.902 2.284
C9 2.910 -3.788 3.540
C10 2.731 -3.713 0.902
C11 4.021 -2.817 1.012
C12 4.828 -2.735 -0.358
N1 5.010 -4.055 -0.941
N2 6.207 -2.272 0.057
N3 4.285 -1.713 -1.287
C13 1.743 -3.312 -0.248
N4 0.870 -2.149 0.061
C14 0.927 -1.854 1.479
N5 1.124 -0.613 1.799
C15 1.273 0.504 0.830
C16 2.262 1.529 1.551
N6 3.401 0.711 2.016
N7 2.729 2.569 0.596
N8 1.653 2.171 2.721
N9 0.816 -2.954 2.354
C17 0.391 -2.598 3.705
O4 -0.912 -2.003 3.577
C18 -1.248 -1.360 4.812
C19 -2.476 -0.384 4.495
O5 -3.212 -0.993 3.433
C20 -3.897 0.065 2.727
C21 -5.256 -0.529 2.161
H1 -2.362 -4.735 -3.668
H2 -2.558 -3.024 -4.228
H3 -1.817 -3.355 -2.592
H4 -4.616 -2.818 -3.126
H5 -4.547 -4.563 -2.693
H6 -4.095 -5.225 -0.679
H7 -5.340 -3.938 -0.151
H8 -4.147 -3.727 1.856
H9 -2.699 -3.223 0.913
H10 -1.786 -4.142 2.809
H11 -0.893 -4.437 1.195
H12 -1.413 -6.483 3.474
H13 -0.620 -6.951 1.937
H14 2.361 -6.047 2.403
H15 1.053 -5.657 1.240
H16 3.849 -4.351 3.297
H17 3.216 -2.733 3.770
H18 2.445 -4.286 4.428
H19 3.101 -4.745 0.636
H20 4.770 -3.203 1.750
H21 3.703 -1.773 1.288
H22 5.780 -4.094 -1.602
H23 4.150 -4.447 -1.313
H24 6.646 -2.002 -0.832
H25 6.027 -1.365 0.507
H26 4.524 -0.765 -1.013
H27 4.625 -1.918 -2.229
H28 2.239 -3.170 -1.241
H29 1.055 -4.198 -0.390
H30 -0.102 -2.320 -0.206
H31 1.204 -0.349 2.782
H32 1.784 0.195 -0.107
H33 0.293 1.023 0.657
H34 3.999 1.237 2.650
H35 3.908 0.377 1.199
H36 3.691 2.346 0.344
H37 2.133 2.613 -0.229
H38 2.373 2.817 3.066
H39 0.897 2.797 2.426
H40 0.329 -3.447 4.422
H41 1.064 -1.813 4.159
H42 -0.427 -0.705 5.203
H43 -1.531 -2.099 5.604
H44 -2.014 0.598 4.207
H45 -3.059 -0.283 5.446
H46 -4.124 0.869 3.469
H47 -3.277 0.470 1.879
H48 -6.054 -0.430 2.945
H49 -5.133 -1.586 1.822
H50 -5.554 0.121 1.298
O6 5.802 4.385 0.661
P1 6.019 5.810 1.210
N10 7.526 6.078 0.442
C22 8.767 5.407 0.769
C23 7.409 6.287 -1.000
N11 6.077 5.290 2.857
C24 7.285 5.060 3.622
C25 5.112 4.248 3.207
N12 6.141 7.449 1.842
C26 7.316 8.275 2.048
C27 4.965 7.939 2.557
H51 9.606 5.909 0.279
H52 8.766 4.351 0.469
H53 9.005 5.470 1.827
H54 6.809 7.182 -1.199
H55 6.933 5.435 -1.496
H56 8.381 6.452 -1.469
H57 7.854 4.202 3.241
H58 7.045 4.856 4.669
H59 7.927 5.939 3.653
H60 5.471 3.250 2.921
H61 4.153 4.422 2.713
H62 4.912 4.249 4.283
H63 8.046 7.812 2.713
H64 7.049 9.238 2.493
H65 7.808 8.519 1.106
H66 5.067 7.788 3.638
H67 4.067 7.415 2.226
H68 4.794 9.001 2.364
O7 -6.731 -1.669 -5.610
P2 -7.488 -0.426 -5.116
N13 -8.608 -0.333 -6.408
C28 -8.293 0.059 -7.766
C29 -9.601 -1.406 -6.389
N14 -6.116 0.623 -5.170
C30 -5.821 1.577 -6.218
C31 -4.858 -0.003 -4.757
N15 -8.376 0.891 -4.351
C32 -9.235 1.895 -4.948
C33 -7.954 1.232 -2.996
H69 -9.213 0.235 -8.330
H70 -7.698 -0.698 -8.295
H71 -7.770 1.009 -7.813
H72 -10.197 -1.345 -5.472
H73 -9.130 -2.393 -6.431
H74 -10.301 -1.329 -7.224
H75 -5.585 1.081 -7.168
H76 -4.960 2.194 -5.946
H77 -6.632 2.288 -6.368
H78 -4.400 -0.575 -5.573
H79 -5.020 -0.677 -3.914
H80 -4.140 0.750 -4.417
H81 -8.724 2.490 -5.707
H82 -9.607 2.595 -4.195
H83 -10.125 1.451 -5.395
H84 -7.236 2.060 -3.000
H85 -7.480 0.375 -2.513
H86 -8.807 1.509 -2.370

Atomic partial charges in e from the Mulliken method, atoms 1 to 4:
1 C -0.578
2 C 0.160
3 O -0.254
4 C -0.723

---

Taking the records one at a time from the top gives lowest unoccupied orbital energy values of 0.0028; 0.0885; -0.0966 Ha.